No. 1
Entry from the Open Molecules 2025 dataset: a cluster of 2 separate species, C9H14 in total (the ωB97M-V functional and the def2-TZVPD basis).

Atoms and positions in Å:
H: -0.88333 1.40251 -2.69857
H: -2.01380 -1.15013 -0.13493
H: 3.96637 -0.50946 0.23130
C: 0.41824 0.93622 -0.84719
C: 2.13482 0.54109 0.95346
H: 2.59027 0.57369 1.96683
C: 2.64751 -0.15739 -1.31407
C: -1.73822 -1.40626 2.00206
H: 1.07799 0.23716 -2.91050
H: -1.44711 0.52305 -1.43636
C: -0.79539 1.32252 -1.61263
H: -2.34411 -1.27381 2.91855
C: 0.82920 0.93413 0.44468
H: -0.83761 -0.84126 2.11901
C: 1.38352 0.30429 -1.79355
H: -3.57247 -0.92693 0.84694
H: 3.32940 -0.45670 -2.09664
H: 0.12657 1.04801 1.17981
C: -2.54938 -0.85082 0.85975
H: -1.37867 2.18803 -1.12272
C: 3.03499 -0.12338 0.03069
H: -2.23476 0.19140 0.46442
H: -1.74403 -2.50594 1.94965

Force components x, y, z for each atom (eV/Å):
1.294 0.278 0.147
-1.570 -1.215 1.219
1.946 -0.602 1.050
2.285 -1.115 -3.659
0.352 -1.462 -1.766
-1.406 0.527 -0.419
-0.276 0.294 -0.199
-2.594 -0.260 1.042
0.792 -0.022 2.129
-1.428 -1.548 0.376
-1.899 2.419 2.339
0.490 0.340 -0.109
1.585 -0.546 1.142
0.884 -0.463 0.139
0.377 0.507 0.056
-2.230 -0.484 -0.120
0.214 -0.483 0.231
-1.706 1.288 1.819
5.007 2.015 -3.954
1.047 -1.116 -0.798
-3.151 1.654 -2.579
-1.023 -0.419 2.150
1.012 0.414 -0.238

## Properties
Relative energy (zero: lowest compared OMol25 entry of this formula, charge and spin)   61.94 kcal per mole
Charge   +1
HOMO-LUMO gap (spin up / spin down)   8.8104 / 5.3218 eV
Spin multiplicity   2

No. 2
Entry from the Open Molecules 2025 dataset: a cluster of 2 separate species, C2H13NP5 in total (the ωB97M-V functional and the def2-TZVPD basis).

Atoms and positions in Å:
P: 3.60375 -1.74914 0.15187
H: -3.61545 -1.07884 -0.92227
H: -2.19551 -1.14188 -1.97366
C: -2.55042 -1.24447 -0.93608
H: -2.77935 1.15331 1.20622
P: -0.00667 2.11850 0.05464
P: -0.15546 -0.08330 0.12717
H: 4.31819 1.02176 -1.32647
H: -0.59940 2.36297 1.27465
H: -2.05096 -2.25982 -0.69153
P: 3.26330 0.18499 0.93698
H: 0.18546 -0.37935 -1.33701
H: 4.99791 -1.77988 -0.14282
C: -2.78901 0.04360 1.05491
H: 3.54950 -2.28855 1.36826
H: -1.28199 2.18412 -0.69518
H: -3.76810 -0.23536 0.91368
P: 3.12443 1.29835 -0.84400
H: 3.05990 2.47667 -0.19570
H: -2.42553 -0.32545 2.11708
N: -1.88459 -0.27824 -0.14073

Force components x, y, z for each atom (eV/Å):
-0.034 0.133 -2.200
-0.169 -0.689 0.247
-0.296 0.224 0.034
2.764 -2.028 -1.892
-0.057 -0.772 -0.317
-0.892 0.129 -1.366
-0.913 -0.512 -2.362
2.511 0.221 -0.917
-0.337 -0.067 0.775
-1.850 0.931 -0.026
-0.852 0.218 0.726
-0.165 0.428 1.895
-0.211 0.059 0.318
3.916 2.107 2.181
0.388 -1.075 1.742
1.126 0.213 0.590
-1.973 -0.922 -0.597
-2.719 -1.334 -0.194
0.698 1.622 0.297
-0.432 0.148 -2.348
-0.504 0.963 3.414

## Properties
Relative energy (zero: lowest compared OMol25 entry of this formula, charge and spin)   77.20 kcal per mole
Charge   +1
HOMO-LUMO gap (spin up / spin down)   4.0980 / 7.4229 eV

No. 3
Entry from the Open Molecules 2025 dataset: the ion C3H6N with charge +1 (the ωB97M-V functional and the def2-TZVPD basis).

Atoms and positions in Å:
H: -0.17129 1.22751 -1.47896
H: -1.87595 0.54298 0.60839
C: 0.85635 -0.58472 -0.07497
H: 0.71088 -1.06697 -0.99111
H: 1.94106 -0.76898 0.01545
H: 0.62899 1.92529 0.05176
C: 0.04034 1.04530 -0.33379
H: -0.95100 -1.72381 0.85909
N: -0.87456 0.31999 0.60197
C: -0.30482 -0.91658 0.74217

Force components x, y, z for each atom (eV/Å):
-0.481 -0.800 2.539
0.236 -0.297 0.713
1.125 2.917 -0.842
-0.735 -0.999 -1.807
-0.565 0.364 1.117
-0.999 -1.047 0.034
3.594 -2.779 0.078
-0.428 -1.808 1.350
-0.293 -1.979 -0.907
-1.453 6.430 -2.276

## Properties
Relative energy (zero: lowest compared OMol25 entry of this formula, charge and spin)   49.33 kcal per mole
Charge   +1
HOMO-LUMO gap   10.5507 eV

No. 4
Entry from the Open Molecules 2025 dataset: a cluster of 2 separate species, CH5N2Si in total (the ωB97M-V functional and the def2-TZVPD basis).

Atoms and positions in Å:
H: -1.39904 -2.07881 0.80538
N: -1.60279 0.37723 0.61459
H: -0.25525 -0.70129 -1.15152
H: 2.41770 -0.16043 -0.38365
H: 1.13476 0.87864 -1.22208
H: 1.53416 1.09833 0.69103
C: 1.66271 0.56563 -0.24521
N: -1.99140 1.17611 1.27169
Si: -1.50084 -1.15542 -0.38021

Force components x, y, z for each atom (eV/Å):
0.444 0.381 -0.280
-0.670 1.426 1.529
0.213 -0.118 0.562
0.672 -0.814 0.193
1.083 -0.092 1.955
-0.146 -0.147 -0.114
-2.396 0.643 -2.327
0.462 -0.523 -0.711
0.338 -0.755 -0.807

## Properties
Relative energy (zero: lowest compared OMol25 entry of this formula, charge and spin)   102.56 kcal per mole
Charge   +1
HOMO-LUMO gap   5.2589 eV

No. 5
Entry from the Open Molecules 2025 dataset: an isolated molecule of C5H8O (the ωB97M-V functional and the def2-TZVPD basis).

Atoms and positions in Å:
H: -0.74661 1.05624 -1.39617
H: -0.39012 -2.15767 0.28977
H: 1.32703 1.59933 -0.30298
O: -1.49020 0.93783 0.68868
C: -0.15212 0.12181 -1.21612
C: -0.64762 -0.08524 1.14687
C: 1.15811 0.53875 -0.51781
H: -2.10498 0.46094 0.10517
C: 0.80626 -0.24197 0.71345
H: 1.53656 -0.57136 1.44923
C: -0.30353 -1.05993 0.09984
H: -0.12753 -0.39789 -2.16123
H: -0.87001 -0.33971 2.18013
H: 2.00475 0.13888 -1.07884

Force components x, y, z for each atom (eV/Å):
-0.346 -1.551 0.670
-0.275 1.007 -1.151
-0.183 -0.012 -0.457
-0.587 0.348 0.785
0.081 -1.170 0.112
0.070 0.191 0.233
0.204 0.071 -0.030
0.149 0.606 0.328
0.250 0.437 0.294
-0.232 -0.052 -0.047
-0.177 0.733 -0.589
0.706 -0.167 -0.271
0.176 -0.429 -0.189
0.163 -0.013 0.313

## Properties
Relative energy (zero: lowest compared OMol25 entry of this formula, charge and spin)   82.48 kcal per mole
HOMO-LUMO gap   10.4041 eV

No. 6
Entry from the Open Molecules 2025 dataset: an isolated molecule of C8H11N3 (the ωB97M-V functional and the def2-TZVPD basis).

Atoms and positions in Å:
H: 1.62472 -2.88290 0.99571
N: -0.74995 1.99399 1.82601
C: 1.07541 1.59049 0.43117
H: 0.45082 -2.71427 2.20896
H: -1.75510 1.77222 1.89761
C: -0.01788 -0.08646 -2.73569
H: -0.03321 -3.20798 0.46157
C: -0.93845 0.80158 -0.50996
H: -1.15300 1.66144 -1.08173
H: 0.60086 0.89085 -2.92108
H: 0.39966 -0.10618 2.49321
C: 0.51391 -1.26517 0.63305
C: -0.20402 1.14623 0.83393
H: -0.61991 2.91616 1.47919
N: 0.44166 -1.21950 -0.76721
C: 0.61418 -2.55655 1.17725
H: -1.94013 0.43691 -0.17382
H: 0.49533 -0.98632 -3.20405
C: 0.19676 -0.17684 1.39383
N: 2.05020 1.96582 0.01268
H: -0.90496 0.26721 -3.16316
C: -0.14688 -0.24071 -1.28748

Force components x, y, z for each atom (eV/Å):
0.607 -0.659 -0.188
-1.484 -0.348 0.128
-0.771 1.005 0.261
-0.673 0.147 0.967
0.608 0.461 0.203
2.651 1.203 -0.864
0.933 0.659 1.650
-0.774 -0.595 1.904
0.073 1.120 -0.809
-0.397 -1.790 0.422
-0.358 -0.561 -1.044
-2.767 3.923 0.901
0.446 -2.264 -1.611
-0.390 1.154 0.107
0.997 -0.451 0.802
0.486 -3.675 -1.782
0.575 -0.309 -0.441
-0.925 1.344 0.454
0.570 -1.719 1.301
2.962 1.020 -1.125
-1.744 -0.254 -1.001
-0.625 0.590 -0.237

## Properties
Relative energy (zero: lowest compared OMol25 entry of this formula, charge and spin)   37.09 kcal per mole
HOMO-LUMO gap   9.1799 eV

No. 7
Entry from the Open Molecules 2025 dataset: a structure of composition C36H24AsF5N2PPbS2 (the ωB97M-V functional and the def2-TZVPD basis).

Atoms and positions in Å:
H: -0.79775 -0.30438 -4.16461
F: 2.27089 -1.68269 3.57951
H: -4.16106 2.22977 1.52469
C: -3.46951 0.29567 0.92349
H: 0.09560 -2.08814 0.00289
H: -0.48131 -1.64160 -2.31620
C: -3.55019 -0.72570 -0.01948
C: -2.39872 -2.46657 2.03788
H: -2.79729 0.19956 1.76938
C: 0.19863 1.64904 -0.58254
H: -5.84705 0.67417 -2.09183
C: -1.37486 3.37561 0.01598
H: -0.31678 -1.99852 2.30433
F: 2.72348 -3.68764 -1.44080
C: -4.41395 -0.57976 -1.10056
C: 7.32894 0.82795 1.25692
H: -4.53585 -3.18512 4.57397
H: -2.25217 3.96519 -0.22112
C: 0.42353 2.82142 1.51431
F: 1.44815 -4.20452 3.03996
C: -3.60899 -2.92907 4.07551
C: 5.43127 2.81562 0.97530
C: 2.97389 -1.41414 1.31968
C: 0.87427 1.86163 0.61604
C: 0.42432 2.38061 -5.81668
C: 1.98096 -3.45626 2.06682
S: 6.46061 -0.74160 -0.73907
H: 0.96343 2.98472 2.43817
P: 0.79617 0.32695 -1.69797
H: 1.92058 2.71768 -2.79637
C: -4.24032 1.44001 0.78799
H: 0.37039 2.86474 -6.78362
H: -0.91311 0.79340 -6.35711
C: 6.32544 0.69747 0.23607
S: 4.10852 1.71787 -1.07855
C: 2.41269 -2.16930 2.33697
C: -1.26882 -2.40250 4.17310
C: -1.24625 -2.26746 2.78917
C: 0.56503 1.13137 -3.32074
C: -5.09709 1.57941 -0.29645
C: -5.18226 0.56963 -1.24326
H: -4.48892 -2.96303 2.12467
H: -1.04337 4.33483 1.90793
C: 2.09506 -3.95761 0.78438
Pb: 4.06419 -0.76988 -1.89326
F: 1.67197 -5.20249 0.51784
C: -0.22377 0.59765 -4.33633
C: 3.10894 -1.87067 0.02627
N: 8.15311 0.92665 2.05415
H: -4.48463 -1.37024 -1.83967
H: 1.76819 1.29230 0.83491
C: 1.29216 2.29637 -3.57475
C: -0.29308 1.21942 -5.57786
F: 3.39383 -0.17931 1.66390
C: 1.21759 2.91786 -4.80960
C: -2.45036 -2.73042 4.81762
C: -0.93061 2.41276 -0.87524
H: -1.46255 2.25599 -1.80795
As: -2.43247 -2.33145 0.08841
C: -0.72554 -1.39184 -0.18280
C: 5.39820 1.67937 0.09998
C: -0.63882 -0.82964 -1.60160
C: -0.69828 3.57861 1.21331
H: -1.56123 -0.30758 -1.87855
C: 2.64872 -3.14855 -0.19404
H: -5.69601 2.47538 -0.40324
H: 1.78624 3.82182 -4.98789
H: -2.47168 -2.83287 5.89523
C: -3.58030 -2.80407 2.69617
H: -0.35737 -2.24893 4.73670
H: -0.65946 -0.58974 0.55551
N: 5.45679 3.74482 1.65467

Force components x, y, z for each atom (eV/Å):
0.012 0.001 -0.014
0.005 0.007 0.029
-0.002 0.000 -0.004
0.006 0.011 -0.003
-0.010 0.013 0.000
-0.003 0.002 -0.006
-0.011 0.006 0.006
0.031 0.004 0.007
-0.007 0.004 -0.003
-0.024 0.004 0.034
0.000 -0.002 0.000
-0.006 -0.012 0.000
-0.002 0.000 0.012
0.003 0.010 -0.007
0.012 0.004 0.005
-0.003 0.076 -0.030
0.001 0.001 0.002
0.002 -0.002 0.001
-0.003 -0.004 -0.008
0.000 -0.004 0.008
-0.004 0.001 0.011
0.129 -0.011 0.000
0.018 -0.010 0.005
-0.021 0.018 -0.009
-0.004 -0.010 -0.003
-0.026 -0.005 0.017
-0.016 0.016 0.012
0.000 0.001 0.000
0.115 0.008 -0.022
-0.007 -0.004 -0.008
0.008 0.001 -0.004
0.000 0.001 0.001
0.002 0.001 -0.001
-0.014 0.017 0.007
0.000 0.014 0.033
0.007 0.003 -0.027
-0.003 0.001 -0.024
-0.006 0.009 -0.003
-0.074 -0.050 -0.052
-0.003 0.002 0.001
0.003 -0.002 -0.001
0.001 -0.001 0.005
0.002 0.000 0.000
0.006 -0.009 -0.017
0.007 -0.057 0.012
-0.004 -0.001 -0.004
-0.011 0.043 0.002
-0.017 0.012 -0.002
-0.001 -0.044 0.012
-0.006 0.000 -0.001
0.016 0.000 -0.001
0.015 0.014 -0.017
-0.002 0.001 0.003
0.013 -0.011 -0.020
0.010 0.011 0.007
-0.006 0.000 0.005
-0.009 0.001 0.004
0.004 0.006 0.005
-0.025 -0.012 0.015
-0.010 -0.009 -0.034
-0.035 -0.028 0.005
-0.007 -0.020 0.049
0.000 0.006 0.009
0.021 0.002 0.014
0.016 -0.009 0.003
0.001 0.000 0.000
-0.001 -0.001 -0.005
0.001 -0.001 0.000
0.004 -0.022 -0.015
0.000 -0.001 0.000
-0.020 0.006 0.008
-0.067 0.003 0.003

## Properties
Relative energy (zero: lowest compared OMol25 entry of this formula, charge and spin)   0.00 kcal per mole
Charge   -1
HOMO-LUMO gap   7.1258 eV

No. 8
Entry from the Open Molecules 2025 dataset: an isolated molecule of C4H10N2O (the ωB97M-V functional and the def2-TZVPD basis).

Atoms and positions in Å:
N: -0.94028 -0.81509 0.85240
C: 1.06123 0.50596 0.09419
H: 1.03044 1.46646 0.60121
H: -0.32474 -0.66468 -1.09464
N: 1.79091 0.68462 -1.15970
O: 0.54994 -2.53301 0.84445
H: 1.54820 -0.25958 0.71165
H: -1.15249 -2.49081 1.99656
C: -0.33190 -0.02448 -0.20573
H: 1.88840 -0.18344 -1.67690
H: -0.71372 1.81485 -1.19419
H: -1.44297 1.83453 0.29485
C: -0.46464 -2.03003 1.26501
H: 2.67626 1.10415 -0.98701
C: -1.27885 1.14227 -0.53480
H: -2.15408 0.84521 -1.10608
H: -1.74170 -0.39693 1.29873

Force components x, y, z for each atom (eV/Å):
0.322 -0.104 0.377
0.623 -1.302 -0.229
-0.117 0.024 0.228
0.455 0.031 0.036
-0.996 0.148 -0.270
0.072 -0.284 -0.034
0.001 0.367 0.287
0.270 -0.141 0.086
-1.214 0.679 -0.355
0.176 0.125 0.285
-0.025 -0.334 -0.267
-0.553 -0.569 0.373
-0.670 0.963 -0.243
0.702 0.104 -0.066
1.250 0.637 -0.780
-0.325 0.010 0.452
0.028 -0.356 0.119

## Properties
Relative energy (zero: lowest compared OMol25 entry of this formula, charge and spin)   23.46 kcal per mole
HOMO-LUMO gap   10.1168 eV

Number 1: maximum force 6.7 eV/Å. Number 2: maximum force 5.0 eV/Å. Number 3: maximum force 7.0 eV/Å. Number 4: maximum force 3.4 eV/Å. Number 5: maximum force 1.7 eV/Å. Number 6: maximum force 4.9 eV/Å. Number 7: maximum force 0.1 eV/Å. Number 8: maximum force 1.6 eV/Å.